(A)
Here is an isolated molecule of CH6N2 from the OMol25 dataset. Energies are from ωB97M-V/def2-TZVPD.

Frontier orbital gap = 10.2 eV
E_HOMO = -8.90 eV
SMILES = CNN

Each line ends with the natural charge from an NBO analysis.
Positions of all 9 atoms, in Å:
C -0.1372 0.3346 1.0533  -0.426
N 0.2248 -0.5965 -0.0168  -0.457
N -0.5124 -0.5096 -1.2542  -0.746
H -0.9971 0.8855 0.7505  0.205
H -0.4595 -0.2590 1.9247  0.188
H 0.7243 0.9776 1.4006  0.186
H 1.2347 -0.4821 -0.2530  0.333
H -0.7955 -1.4010 -1.6933  0.366
H -0.4439 0.2573 -2.0306  0.349


(B)
Here is a cluster of 2 separate species, CH6N2 in total from the OMol25 dataset. Energies are from ωB97M-V/def2-TZVPD.

Frontier orbital gap = 9.2 eV
E_HOMO = -8.27 eV

Each line ends with the natural charge from an NBO analysis.
Positions of all 9 atoms, in Å:
C 1.7019 0.0450 -0.0029  -0.843
N -2.6133 -0.1529 0.0210  -0.377
N -1.4866 0.2297 -0.0052  -0.220
H 1.2300 0.4736 0.8714  0.214
H 2.5177 0.6812 -0.3253  0.201
H 0.9584 -0.0254 -0.7850  0.223
H -3.4591 0.4756 0.0762  0.300
H -2.8857 -1.1739 -0.0082  0.299
H 2.0765 -0.9449 0.2363  0.202


Most stable structure - (A); separation to the second - 0.871 eV.


(A)
Here is an isolated molecule of C3H9N2OP from the OMol25 dataset. Energies are from ωB97M-V/def2-TZVPD.

Frontier orbital gap (spin up / spin down) = 8.6 / 7.4 eV
E_HOMO (spin up / spin down) = -8.53 / -8.45 eV

Each line ends with the natural charge from an NBO analysis.
Positions of all 16 atoms, in Å:
C 0.3468 0.2201 -1.4132  -0.227
C 0.3603 -0.8166 -0.3948  -0.165
C 1.5532 -0.7375 0.5581  -0.622
N -1.8893 1.4813 -0.4015  -1.074
N -0.9411 -0.9016 0.3256  -0.955
O -0.5143 1.3692 1.6313  -1.007
P -1.6889 0.5341 0.8650  1.539
H 1.0366 1.0404 -1.3751  0.185
H -0.2724 0.1124 -2.2836  0.189
H 0.3891 -1.7871 -0.9224  0.221
H 2.4757 -0.6763 -0.0105  0.209
H 1.5918 -1.6234 1.1899  0.207
H 1.4710 0.1392 1.1935  0.234
H -2.5756 1.1444 -1.0587  0.368
H -0.9684 -1.6695 0.9844  0.394
H -0.3746 2.1710 1.1120  0.503


(B)
Here is an isolated molecule of C3H9N2OP from the OMol25 dataset. Energies are from ωB97M-V/def2-TZVPD.

Frontier orbital gap = 9.9 eV
E_HOMO = -9.06 eV
SMILES = C/C=C/P(N)(N)=O

Each line ends with the natural charge from an NBO analysis.
Positions of all 16 atoms, in Å:
C -0.8900 -2.2285 -1.3800  -0.698
C -0.5004 -0.9312 -0.9039  -0.040
C -0.0540 -0.7028 0.5063  -0.696
P -0.0480 1.0372 0.8740  2.163
N 0.7561 1.6278 -0.5851  -1.198
N 0.9135 1.2177 2.2597  -1.192
O -1.2833 1.8202 1.0103  -1.089
H -0.7490 -2.2154 -2.4531  0.232
H -1.9122 -2.0698 -1.4840  0.252
H -0.7631 -3.2463 -0.8683  0.241
H -0.6263 0.0287 -1.4579  0.251
H 0.1910 -1.4379 1.1653  0.221
H 1.6817 1.4870 -0.8194  0.375
H 0.6690 2.5734 -0.8416  0.384
H 0.7912 2.1690 2.5031  0.394
H 1.8237 0.8709 2.4747  0.401


Most stable structure - (B); separation to the second - 1.735 eV.


(A)
Here is an isolated molecule of C18H22N2O3S from the OMol25 dataset. Energies are from ωB97M-V/def2-TZVPD.

Frontier orbital gap = 9.1 eV
E_HOMO = -8.48 eV
SMILES = CCCCc1ccc(NC(=O)c2ccc(NS(C)(=O)=O)cc2)cc1

Each line ends with the natural charge from an NBO analysis.
Positions of all 46 atoms, in Å:
C 2.6076 4.1383 -1.5534  -0.607
C 1.7345 3.4100 -0.5384  -0.402
C 2.3028 3.4471 0.8802  -0.382
C 3.5872 2.6219 1.0515  -0.426
C 3.3589 1.1850 0.6852  -0.029
C 2.5340 0.3852 1.4691  -0.155
C 2.2387 -0.9117 1.1030  -0.240
C 2.7583 -1.4382 -0.0764  0.135
N 2.4220 -2.7321 -0.5037  -0.616
C 1.2035 -3.3411 -0.4579  0.668
O 1.0864 -4.5219 -0.7206  -0.597
C 0.0404 -2.4723 -0.1198  -0.175
C -0.1361 -1.2254 -0.7138  -0.167
C -1.2335 -0.4474 -0.4056  -0.231
C -2.1816 -0.9079 0.5065  0.148
N -3.2735 -0.1207 0.8396  -0.854
S -3.8888 1.1350 -0.0708  2.315
C -4.3584 0.3385 -1.6252  -0.870
O -2.8694 2.1007 -0.3327  -0.930
O -5.0692 1.5422 0.6249  -0.937
C -2.0223 -2.1681 1.0813  -0.261
C -0.9250 -2.9427 0.7635  -0.140
C 3.6342 -0.6688 -0.8338  -0.237
C 3.9237 0.6288 -0.4548  -0.198
H 3.5747 3.6537 -1.6591  0.195
H 2.1259 4.1450 -2.5284  0.211
H 2.7708 5.1692 -1.2458  0.201
H 0.7454 3.8726 -0.5248  0.209
H 1.6049 2.3698 -0.8453  0.200
H 1.5445 3.0619 1.5647  0.203
H 2.5096 4.4827 1.1598  0.201
H 4.3817 3.0421 0.4340  0.207
H 3.9035 2.6886 2.0957  0.216
H 2.1163 0.7844 2.3814  0.207
H 1.6006 -1.5200 1.7252  0.223
H 3.1638 -3.2936 -0.9032  0.412
H 0.5848 -0.8599 -1.4293  0.226
H -1.3508 0.5318 -0.8396  0.237
H -3.9423 -0.5106 1.4827  0.423
H -5.1870 -0.3256 -1.4206  0.244
H -4.6555 1.1188 -2.3134  0.254
H -3.5017 -0.2011 -2.0073  0.246
H -2.7610 -2.5323 1.7805  0.213
H -0.8011 -3.9208 1.2031  0.233
H 4.0702 -1.0838 -1.7314  0.214
H 4.5913 1.2199 -1.0650  0.212


(B)
Here is an isolated molecule of C18H22N2O3S from the OMol25 dataset. Energies are from ωB97M-V/def2-TZVPD.

Frontier orbital gap = 8.0 eV
E_HOMO = -8.48 eV
SMILES = Cc1ccc(CNC(=O)CN(Cc2ccccc2)S(C)(=O)=O)cc1

Each line ends with the natural charge from an NBO analysis.
Positions of all 46 atoms, in Å:
C -3.2793 -2.9525 1.6909  -0.547
C -3.0362 -1.5125 1.2545  -0.002
C -3.5962 -0.9149 0.0632  -0.099
C -3.5319 0.2842 -0.2965  -0.327
C -2.8318 1.0017 0.3855  -0.010
C -2.4823 2.5198 0.0453  -0.212
N -1.4210 2.6382 -0.7992  -0.618
C -0.2147 2.6261 -0.4390  0.650
O 0.2227 2.9034 0.5854  -0.621
C 0.9335 1.8762 -1.1738  -0.273
N 0.7613 0.3492 -1.1128  -0.779
C 1.0268 -0.0246 0.4087  -0.267
C 2.4534 -0.1791 0.7604  -0.077
C 3.2326 -1.1623 -0.0976  -0.181
C 4.6905 -1.3680 0.3031  -0.232
C 5.2855 -0.5267 0.9213  -0.194
C 4.6029 0.9228 1.3358  -0.130
C 3.1132 0.7821 1.3109  -0.241
S -0.2282 -0.5501 -1.8925  2.395
C 1.1661 -1.0169 -3.2733  -0.757
O -1.0157 0.1953 -2.6809  -0.993
O -0.7515 -1.6970 -1.2503  -0.918
C -2.3583 0.6034 1.7640  -0.169
C -2.5607 -0.7626 2.2348  -0.187
H -4.4016 -3.4327 1.4755  0.204
H -3.1571 -3.0757 2.5690  0.160
H -2.5219 -3.6067 0.9497  0.212
H -4.4152 -1.7111 -0.5213  0.191
H -4.1543 0.7551 -0.9532  0.221
H -2.3584 3.3520 0.9750  0.213
H -3.2620 2.9305 -0.3541  0.188
H -1.5178 1.8799 -1.6079  0.419
H 0.7563 1.9840 -2.4400  0.208
H 1.9257 2.1164 -0.6757  0.262
H 0.5264 -1.1864 0.4043  0.258
H 0.6101 0.7165 1.1360  0.242
H 2.6865 -2.2819 -0.3438  0.215
H 5.1877 -2.2153 -0.0087  0.212
H 6.3144 -0.4123 0.9290  0.204
H 5.0941 1.6897 1.7970  0.199
H 2.6712 1.6380 1.6186  0.212
H 1.7651 -1.6574 -2.5491  0.223
H 0.4990 -1.7413 -4.0277  0.217
H 1.4002 -0.1721 -3.5300  0.160
H -1.7816 1.3777 2.2497  0.212
H -2.0475 -0.9818 2.8601  0.155


Most stable structure - (A); separation to the second - 18.727 eV.


(A)
Here is a cluster of 2 separate species, C6H15BN2 in total from the OMol25 dataset. Energies are from ωB97M-V/def2-TZVPD.

Frontier orbital gap (spin up / spin down) = 6.9 / 7.3 eV
E_HOMO (spin up / spin down) = -6.45 / -6.46 eV

Each line ends with the natural charge from an NBO analysis.
Positions of all 24 atoms, in Å:
B 0.2462 -0.1486 0.0197  0.727
C -3.0535 1.7287 -0.9262  -0.378
C -3.3638 1.8565 0.3434  -0.386
C 2.3461 1.0796 -0.2218  -0.435
C 1.1374 1.3987 1.8237  -0.297
C -0.4938 -2.3436 -1.0403  -0.401
C 1.4359 -2.3429 0.2988  -0.417
N 1.2300 0.7731 0.6287  -0.626
N 0.3954 -1.4618 -0.2788  -0.725
H -3.6642 2.1786 -1.7405  0.183
H -2.1358 1.3348 -1.2398  0.196
H -4.1700 2.5421 0.5964  0.187
H 3.1566 0.9501 0.4961  0.203
H 2.6156 0.2974 -0.8944  0.214
H 2.5672 2.0872 -0.5879  0.210
H -2.8621 1.3689 1.1104  0.191
H 0.1386 1.2768 2.3743  0.178
H 1.5695 2.3290 1.7543  0.157
H -1.1783 -2.9136 -0.3151  0.205
H -1.1767 -1.6598 -1.6807  0.216
H 0.1542 -2.8294 -1.7088  0.193
H 2.3400 -1.7150 0.6057  0.207
H 1.0664 -2.8891 1.1729  0.205
H 1.6989 -2.8976 -0.5902  0.193


(B)
Here is a cluster of 2 separate species, C6H15BN2 in total from the OMol25 dataset. Energies are from ωB97M-V/def2-TZVPD.

Frontier orbital gap (spin up / spin down) = 8.0 / 7.3 eV
E_HOMO (spin up / spin down) = -7.39 / -6.81 eV

Each line ends with the natural charge from an NBO analysis.
Positions of all 24 atoms, in Å:
B 1.9737 -1.1076 0.5822  0.811
C 4.1035 0.1458 -0.1364  -0.217
C 3.0808 1.1916 -0.3875  -0.203
C -2.2631 1.3088 0.4859  -0.619
C -0.8119 0.0583 -1.2389  -0.610
C -2.2536 -1.2825 0.1706  -0.626
C -1.4059 0.0199 0.2184  0.092
N 2.7745 -0.0862 0.2871  -0.729
N -0.3828 -0.0601 1.2154  -0.808
H 2.1777 -2.2328 0.8270  -0.093
H 4.4700 -0.2648 -1.0385  0.206
H 4.8130 0.2500 0.7397  0.214
H 3.1358 2.0754 0.3655  0.215
H 2.5585 1.4202 -1.2985  0.229
H -3.1306 0.9206 1.0768  0.207
H -1.6454 2.0939 0.8389  0.224
H -2.5484 1.6506 -0.5119  0.196
H -1.6431 0.0705 -1.9326  0.202
H -0.3143 -0.9799 -1.3890  0.193
H -0.0147 0.8641 -1.3182  0.200
H -2.9039 -1.3007 -0.8050  0.195
H -1.5575 -2.0493 0.1128  0.207
H -2.8851 -1.2555 1.0907  0.200
H -0.7234 -0.7279 1.8385  0.314


Most stable structure - (A); separation to the second - 0.497 eV.


(A)
Here is a structure of composition C2H10NO3 from the OMol25 dataset. Energies are from ωB97M-V/def2-TZVPD.

Frontier orbital gap = 8.7 eV
Charge = -1
E_HOMO = -4.33 eV

Each line ends with the natural charge from an NBO analysis.
Positions of all 16 atoms, in Å:
C -0.8995 0.0101 1.0511  -0.040
O -0.9847 -0.3968 -0.2669  -0.909
C 0.3127 -0.4833 1.8344  -0.242
N 1.5672 0.1997 1.4418  -0.873
H -0.9774 1.2049 1.1964  0.077
H -1.8360 -0.1861 1.6332  0.122
H 0.0219 -0.2680 2.9698  0.143
H 0.3229 -1.6086 1.7677  0.179
H 1.6222 -0.0717 0.4269  0.403
H 1.2593 1.1794 1.4241  0.334
H 0.0621 -0.6084 -0.9958  0.488
H 1.0836 -1.7668 -1.3990  0.440
O 1.1060 -0.8158 -1.3745  -1.093
H -0.2894 0.8781 -2.2728  0.475
H -1.4306 0.9741 -1.4035  0.499
O -1.0671 1.4425 -2.1755  -1.002


(B)
Here is a cluster of 3 separate species, C2H10NO3 in total from the OMol25 dataset. Energies are from ωB97M-V/def2-TZVPD.

Frontier orbital gap = 8.3 eV
Charge = -1
E_HOMO = -4.04 eV

Each line ends with the natural charge from an NBO analysis.
Positions of all 16 atoms, in Å:
C -0.2784 -0.7674 0.6477  -0.042
O -0.4894 0.5561 0.7916  -0.900
C 0.2519 -1.3092 -0.7328  -0.245
N 1.4194 -0.5073 -1.1983  -0.875
H 0.4565 -1.2413 1.3592  0.095
H -1.1945 -1.3755 0.8311  0.115
H 0.6350 -2.3286 -0.7055  0.160
H -0.5242 -1.2118 -1.4855  0.167
H 1.3307 0.4504 -0.8780  0.379
H 2.2925 -0.8653 -0.8431  0.335
H -1.8238 0.7562 -0.0578  0.505
H -3.2688 1.2477 0.1538  0.441
O -2.7438 0.7438 -0.4747  -1.020
H 1.4534 2.7827 0.6888  0.448
H 0.8338 1.1923 0.9110  0.508
O 1.6496 1.8772 0.9924  -1.071


Most stable structure - (B); separation to the second - 0.273 eV.


(A)
Here is a cluster of 2 separate species, C2H10N2 in total from the OMol25 dataset. Energies are from ωB97M-V/def2-TZVPD.

Frontier orbital gap = 10.2 eV
E_HOMO = -9.12 eV
SMILES = CCN.N

Each line ends with the natural charge from an NBO analysis.
Positions of all 14 atoms, in Å:
C 1.4192 -0.6658 0.0421  -0.625
C 0.6444 -0.0083 -1.0830  -0.217
N 0.2797 1.4059 -0.8241  -0.840
H 0.9027 -0.5457 0.9672  0.198
H 2.4451 -0.3115 0.1302  0.207
H 1.5122 -1.7198 -0.2048  0.207
H -0.2776 -0.5372 -1.3363  0.175
H 1.1849 0.0642 -2.0294  0.190
H 1.0382 2.0073 -1.1086  0.350
H 0.0633 1.5997 0.1441  0.353
N -2.1654 -0.5207 1.5252  -1.059
H -1.7348 -0.8755 0.6783  0.354
H -2.8979 -1.1772 1.7777  0.356
H -1.4635 -0.6549 2.2504  0.350


(B)
Here is a cluster of 2 separate species, C2H10N2 in total from the OMol25 dataset. Energies are from ωB97M-V/def2-TZVPD.

Frontier orbital gap = 9.7 eV
E_HOMO = -8.72 eV
SMILES = CNC.N

Each line ends with the natural charge from an NBO analysis.
Positions of all 14 atoms, in Å:
C -0.5154 -0.3831 1.0035  -0.410
N -0.3709 -1.0472 -0.2600  -0.622
C 0.8609 -1.8325 -0.2992  -0.420
H -0.6475 -1.0436 1.8553  0.191
H 0.3256 0.2853 1.2367  0.155
H -1.4138 0.2373 1.0036  0.187
H -0.2918 -0.3107 -0.9521  0.364
H 1.7748 -1.2419 -0.1983  0.166
H 0.8921 -2.4959 -1.1671  0.200
H 0.8494 -2.5310 0.5410  0.187
N -0.2300 2.3751 -0.8069  -1.079
H -0.5070 3.0644 -1.4948  0.361
H -1.1047 2.1405 -0.3499  0.357
H 0.3784 2.7831 -0.1118  0.363


Most stable structure - (A); separation to the second - 0.223 eV.